1.
A molecular structure, C24H26IN4O3S2Zr, computed with ωB97M-V/def2-TZVPD.

XYZ file:
```
61
Properties=species:S:1:pos:R:3:mulliken_charge:R:1
I -3.38 3.08 -1.21 -0.377
Zr -2.03 0.70 -0.72 0.297
S -0.13 1.36 -2.51 -0.427
S -0.02 -1.78 -1.11 -0.125
O -0.68 -0.71 -0.05 0.768
O -2.79 -0.35 -2.51 -0.575
O -3.83 -0.69 -0.64 -0.657
N 0.64 2.71 -0.37 -1.281
N -2.50 0.94 1.46 0.263
N 1.91 3.03 -2.29 -0.179
N -0.44 2.14 0.20 1.226
C 0.49 -5.57 0.01 -0.605
C 2.59 -1.80 -1.99 -0.454
C 0.89 2.41 -1.63 0.542
C -1.94 2.01 2.02 0.568
C -3.62 0.41 2.04 -0.248
C 2.14 -1.04 0.30 -0.411
C -0.35 -3.16 1.28 -0.280
C -4.25 -2.30 -2.42 -1.202
C -0.78 2.52 1.44 0.630
C 1.72 -1.50 -0.95 0.848
C 3.52 -0.92 0.53 -0.916
C 0.12 -4.46 -0.76 -0.408
C -4.25 1.07 3.13 -0.701
C 0.06 3.62 2.06 -1.668
C 2.76 4.05 -1.73 -0.268
C -2.55 2.70 3.07 -1.126
C 4.18 3.50 -1.58 -0.985
C -3.73 2.23 3.63 -0.481
C 0.44 -5.45 1.39 -0.425
C -3.63 -1.07 -1.84 1.102
C -0.03 -4.28 2.03 -0.703
C -0.24 -3.23 -0.15 0.774
C 4.39 -1.06 -0.51 -0.386
C 3.93 -1.49 -1.77 -0.637
H -0.26 4.64 1.65 0.285
H 0.23 -4.47 -1.84 0.429
H -5.34 -2.07 -2.51 0.370
H -5.20 0.62 3.54 0.359
H 1.10 3.49 1.70 0.392
H 4.68 3.10 -2.50 0.300
H 4.18 2.69 -0.81 0.215
H 4.86 4.25 -1.20 0.360
H 0.74 -6.53 -0.49 0.383
H -0.25 -4.25 3.08 0.432
H 2.74 4.95 -2.40 0.282
H -4.11 -3.17 -1.74 0.314
H 1.41 -0.82 1.05 0.436
H 4.64 -1.75 -2.56 0.435
H -3.88 -2.53 -3.43 0.308
H 3.89 -0.74 1.53 0.411
H 0.85 -6.22 2.04 0.387
H 0.11 3.63 3.17 0.500
H 2.21 -2.19 -2.96 0.374
H -0.75 -2.26 1.73 0.343
H -2.16 3.64 3.39 0.464
H -4.27 2.83 4.36 0.429
H 2.19 2.63 -3.20 0.258
H -4.01 -0.55 1.68 0.447
H 2.35 4.31 -0.75 0.195
H 5.47 -0.82 -0.38 0.402
```

Properties
Multiplicity: 1
E_HOMO (eV): -10.426
Strongest force on any atom (eV/Å): 5.1
Gap between HOMO and LUMO (hartree): 0.250
LUMO energy (eV): -3.64
Charge: +1

***

2.
2 unconnected molecules or ions with the total composition C8H12N5, computed with ωB97M-V/def2-TZVPD.

XYZ file:
```
25
Properties=species:S:1:pos:R:3:mulliken_charge:R:1
N -1.45 0.12 -0.66 0.243
N 3.27 0.84 0.59 -0.432
N 1.55 -0.82 0.91 -0.332
N 5.59 1.50 0.83 -0.340
N -1.33 -1.59 0.74 0.126
C -0.87 2.37 -1.58 -0.920
C -1.79 -0.36 0.51 -0.042
C 4.43 1.18 0.70 0.511
C 2.37 -0.03 0.81 0.325
C -1.25 -2.27 2.02 -0.861
C -0.65 -1.05 -1.30 -0.570
C -0.68 -2.08 -0.38 -0.291
C -1.91 1.27 -1.33 -0.596
H -2.16 -2.30 2.46 0.410
H -1.22 2.76 -2.55 0.281
H -0.78 -3.28 1.79 0.293
H -2.38 0.06 1.32 0.429
H -0.55 -1.98 2.81 0.332
H -2.46 0.88 -2.29 0.353
H -2.79 1.75 -0.73 0.346
H 6.43 1.92 0.49 0.302
H 0.14 2.02 -1.58 0.340
H -0.02 -2.94 -0.45 0.357
H -0.38 -1.14 -2.30 0.450
H -1.11 3.17 -0.83 0.286
```

Properties
Multiplicity: 1
E_HOMO (eV): -12.988
Strongest force on any atom (eV/Å): 5.6
Gap between HOMO and LUMO (hartree): 0.379
LUMO energy (eV): -2.66
Charge: +1

***

3.
A molecular structure, ArH26O13, computed with ωB97M-V/def2-TZVPD.

XYZ file:
```
40
Properties=species:S:1:pos:R:3:mulliken_charge:R:1
Ar -10.69 2.41 -1.34 0.021
O -10.48 1.24 2.43 -0.583
O -9.06 3.45 1.50 -0.684
O -11.72 5.70 -2.18 -0.654
O -8.77 -0.54 -1.95 -0.698
O -7.59 5.39 0.25 -0.664
O -13.38 0.62 -1.15 -0.587
O -11.55 -1.16 -2.66 -0.656
O -7.59 2.18 -3.13 -0.708
O -7.80 4.77 -2.50 -0.653
O -9.94 2.72 -4.59 -0.697
O -7.02 0.63 -0.08 -0.649
O -12.45 4.74 0.33 -0.625
O -10.15 5.40 -4.30 -0.700
H -14.32 0.57 -1.31 0.273
H -9.51 3.91 2.21 0.259
H -11.27 5.50 -3.01 0.387
H -7.68 0.13 -0.56 0.419
H -10.66 -0.90 -2.42 0.374
H -8.01 -0.30 -2.47 0.281
H -10.22 5.76 -5.18 0.274
H -7.14 1.40 -3.46 0.319
H -8.16 4.70 0.58 0.391
H -8.94 -1.46 -2.17 0.314
H -9.80 2.96 -5.51 0.299
H -10.23 4.46 -4.41 0.431
H -12.46 4.98 -0.60 0.402
H -7.63 3.88 -2.78 0.429
H -8.71 4.93 -2.74 0.297
H -13.30 0.90 -0.24 0.292
H -11.54 4.49 0.50 0.287
H -10.86 2.44 -4.56 0.302
H -10.04 1.19 3.28 0.279
H -11.08 0.49 2.44 0.273
H -8.50 2.07 -3.41 0.293
H -9.52 2.62 1.41 0.332
H -7.01 1.49 -0.50 0.308
H -7.63 5.30 -0.71 0.427
H -12.26 6.46 -2.38 0.259
H -12.11 -0.48 -2.28 0.338
```

Properties
Multiplicity: 1
E_HOMO (eV): -9.273
Strongest force on any atom (eV/Å): 0.9
Gap between HOMO and LUMO (hartree): 0.321
LUMO energy (eV): -0.53

***

4.
3 unconnected molecules or ions with the total composition CH2N2O3, computed with ωB97M-V/def2-TZVPD.

XYZ file:
```
8
Properties=species:S:1:pos:R:3:mulliken_charge:R:1
O 0.39 -2.02 -0.94 -0.552
O -0.76 1.37 0.96 -0.342
O -0.76 -1.40 1.80 -0.217
N 0.36 -0.81 -1.00 0.357
N -0.05 -0.68 1.29 0.183
C 0.64 0.34 -1.05 -0.106
H -0.43 1.88 -0.01 0.327
H 0.60 1.32 -1.05 0.351
```

Properties
Multiplicity: 3
<S²>: 2.008
E_HOMO (alpha / beta) (eV): -8.044 / -10.352
Strongest force on any atom (eV/Å): 8.1
Gap between HOMO and LUMO (alpha / beta) (hartree): 0.300 / 0.291
LUMO energy (alpha / beta) (eV): 0.11 / -2.44

***

5.
A molecular structure, C3H4O2S2, computed with ωB97M-V/def2-TZVPD.

XYZ file:
```
11
Properties=species:S:1:pos:R:3:mulliken_charge:R:1
S 1.30 -1.35 0.93 0.390
S -1.44 0.21 -0.64 -0.044
O 1.18 -1.97 -0.38 -0.439
O 0.36 0.27 3.40 -0.466
C 0.19 -0.17 1.13 -0.032
C -0.15 0.54 2.32 0.143
C -0.29 0.27 -2.03 -0.733
H -0.91 1.32 2.21 0.304
H 0.07 -0.73 -2.26 0.276
H -0.85 0.67 -2.87 0.337
H 0.54 0.94 -1.80 0.265
```

Properties
Multiplicity: 1
E_HOMO (eV): -9.455
Strongest force on any atom (eV/Å): 4.0
Gap between HOMO and LUMO (hartree): 0.288
LUMO energy (eV): -1.61

***

6.
A single C4H3N3 molecule, computed with ωB97M-V/def2-TZVPD.

XYZ file:
```
10
Properties=species:S:1:pos:R:3:mulliken_charge:R:1
N -0.65 -0.50 0.77 0.398
N -1.91 -0.19 0.66 -0.902
N -1.89 0.64 -0.38 0.289
C 1.53 -0.12 -0.21 -0.522
C 2.72 -0.33 -0.23 0.377
C 0.13 0.11 -0.18 -0.108
C -0.70 0.91 -0.99 -0.413
H -2.78 1.02 -0.65 0.214
H -0.37 -1.13 1.50 0.247
H 3.77 -0.50 -0.26 0.419
```

Properties
Multiplicity: 1
E_HOMO (eV): -8.842
Strongest force on any atom (eV/Å): 0.5
Gap between HOMO and LUMO (hartree): 0.350
LUMO energy (eV): 0.69

***

7.
8 unconnected molecules or ions with the total composition C29H76Cl2N4O11, computed with ωB97M-V/def2-TZVPD.

XYZ file:
```
122
Properties=species:S:1:pos:R:3:mulliken_charge:R:1
Cl -1.49 2.92 5.72 -0.157
Cl -2.10 6.12 6.14 -0.191
O 3.28 1.31 0.15 -0.388
O -1.52 3.71 -1.03 -0.518
O 3.89 -4.43 -2.34 -0.342
O 1.85 0.73 4.50 -0.392
O 2.32 0.24 -2.27 0.023
O -0.54 -0.23 -0.10 -0.161
O -0.96 -3.44 -2.47 -0.548
O 3.63 -1.88 1.74 -0.320
O -2.08 -4.84 3.00 -0.436
O -5.15 -0.29 1.03 -0.388
O -3.82 5.75 -4.77 -0.301
N 1.49 -1.85 3.58 0.405
N -3.74 -2.61 1.88 -0.370
N 2.05 -2.45 -3.14 0.358
N -1.28 4.58 -3.74 -0.267
C 3.36 0.72 -3.15 -0.887
C -4.45 6.99 -4.66 -0.734
C -2.53 5.85 -5.34 -0.738
C -0.35 -2.24 -2.67 0.029
C -5.79 0.96 0.81 -0.608
C -1.68 5.41 4.56 -0.425
C 1.59 2.17 4.46 -0.463
C -3.03 -1.39 1.42 0.085
C 2.92 2.68 0.18 -0.624
C 0.73 -2.35 -3.75 -0.918
C -1.76 4.57 -5.08 -0.572
C -2.14 3.96 4.44 -0.270
C 4.37 -1.71 0.58 -0.422
C 0.01 -0.05 1.23 -0.400
C -0.14 -4.33 -1.88 -0.136
C -1.95 -4.40 1.67 0.588
C -0.71 3.32 -3.32 -0.987
C -3.88 -0.17 1.72 -0.529
C 0.92 -0.04 5.16 -0.377
C 1.39 -1.48 5.02 -0.931
C -0.45 3.33 -1.83 0.444
C -2.58 2.80 -1.08 -0.407
C 4.29 -3.33 -3.13 -0.388
C -0.88 -5.05 3.72 -0.106
C 2.37 -3.00 3.32 -1.327
C -3.29 -3.90 1.19 -0.965
C 3.11 -2.92 -3.94 -1.043
C 2.79 -2.98 1.89 0.443
C 4.82 -4.73 -1.32 -0.731
H 5.62 -3.96 -1.38 0.354
H -2.18 5.99 3.80 0.322
H 4.50 -2.55 -2.37 0.167
H -3.86 7.73 -4.09 0.313
H -2.42 3.72 -5.34 0.359
H -3.04 2.67 -2.07 0.312
H 3.39 0.20 -4.11 0.268
H -4.14 -4.56 1.40 0.354
H 3.33 -2.30 -4.81 0.445
H -3.37 3.19 -0.42 0.182
H -0.60 5.50 4.49 0.298
H 4.36 0.66 -2.68 0.268
H -1.90 6.69 -5.00 0.356
H -3.41 -2.70 2.85 0.336
H 3.25 -2.97 3.98 0.370
H -0.56 -5.32 -1.78 0.396
H -2.83 -1.40 0.34 0.158
H -4.14 -0.16 2.81 0.309
H -0.12 -4.28 3.50 -0.398
H -3.22 3.91 4.43 0.404
H -0.02 2.34 -1.55 -0.206
H -3.31 -3.69 0.12 0.336
H -4.58 7.45 -5.66 0.288
H -1.30 2.43 -3.61 0.318
H 0.78 -4.48 -2.47 0.138
H 2.27 -0.77 -2.43 -0.053
H -2.31 1.81 -0.68 0.139
H -5.81 1.57 1.72 0.303
H 3.50 3.21 0.92 0.313
H -0.71 0.45 1.87 0.410
H 4.48 -4.79 -0.29 0.164
H 0.36 3.99 -1.50 0.207
H -2.06 4.83 -3.13 0.278
H 0.91 0.22 6.24 0.455
H -5.25 1.53 0.03 0.123
H -2.68 6.01 -6.43 0.500
H 3.26 -3.94 1.62 0.301
H 2.36 -1.49 5.55 0.414
H 4.91 -0.78 0.63 0.352
H 0.70 -2.18 5.50 0.280
H 0.63 2.34 3.95 -0.030
H 1.86 -1.04 3.09 0.087
H -3.40 0.79 1.49 0.226
H -0.90 4.56 -5.76 0.338
H 5.33 -5.66 -1.60 0.348
H -1.09 -1.53 -3.03 0.420
H 0.52 -3.25 -4.35 0.514
H 3.16 1.77 -3.37 0.332
H 0.34 -1.01 1.63 -0.059
H 2.96 3.12 -0.82 0.286
H -1.11 -4.98 4.78 0.322
H -1.74 3.58 3.50 0.028
H 5.06 -2.54 0.36 0.313
H 1.84 2.73 0.43 0.144
H 0.23 -0.07 -0.66 -0.163
H -2.03 -1.34 1.86 0.049
H -5.41 6.84 -4.19 0.245
H 0.17 -1.92 -1.76 -0.085
H -0.12 0.14 4.87 0.232
H 2.46 2.61 3.97 0.275
H 0.14 -3.95 -0.89 -0.155
H 0.91 0.58 1.18 0.156
H -1.19 -3.60 1.63 -0.439
H 1.91 -2.84 1.23 -0.224
H 0.30 3.20 -3.74 0.457
H 1.80 -3.92 3.48 0.366
H -1.53 -5.22 1.04 0.480
H -0.45 -6.04 3.49 0.304
H 2.16 -2.86 -2.21 0.042
H -6.79 0.72 0.45 0.276
H 5.17 -3.58 -3.71 0.415
H 2.80 -3.87 -4.44 0.373
H 3.73 -1.69 -0.33 -0.157
H 2.97 1.03 -0.74 0.283
H 1.49 2.57 5.48 0.327
H 0.79 -1.46 -4.40 0.437
```

Properties
Multiplicity: 1
E_HOMO (eV): -8.443
Strongest force on any atom (eV/Å): 2.8
SMILES: COCCNCCOC.COCCNCCOC.COCCNCCOC.COCCNCCOC.ClCCCl.CO.CO.CO
Gap between HOMO and LUMO (hartree): 0.330
LUMO energy (eV): 0.52

***

8.
A molecular structure, C25H46GaP2, computed with ωB97M-V/def2-TZVPD.

XYZ file:
```
74
Properties=species:S:1:pos:R:3:mulliken_charge:R:1
Ga -0.61 -1.31 -1.89 -0.369
P -1.49 2.12 -1.29 0.564
P 1.30 2.80 0.31 0.631
C -1.68 -3.30 2.87 -1.510
C -0.55 -2.46 3.30 0.533
C -0.21 -1.59 -4.71 -0.831
C -1.63 1.11 -2.98 -0.659
C 0.96 -0.30 -2.79 -0.141
C -1.86 -0.39 -3.05 0.365
C 0.70 -0.93 4.48 0.580
C -3.26 2.50 -1.10 -1.368
C 0.75 3.92 -1.10 -1.200
C 3.01 -1.34 3.41 -1.725
C -0.60 -1.47 4.32 0.378
C 2.95 2.19 -0.30 -1.032
C 1.79 3.97 1.63 -1.229
C 0.67 -1.54 -3.46 -0.363
C 0.89 1.01 -3.57 -0.845
C 0.79 -2.52 2.82 0.721
C 1.27 -3.41 1.75 -1.082
C -1.65 -1.05 -4.45 -1.213
C -1.28 -3.18 -1.73 -1.064
C -0.50 1.56 -3.92 -1.112
C -0.45 -0.64 0.02 -0.367
C 1.56 -1.58 3.55 0.338
C 1.09 0.08 5.48 -1.436
C -1.78 -1.10 5.12 -1.450
C -0.71 3.78 -1.60 -0.916
H 0.61 -0.55 0.27 0.113
H -0.23 -2.64 -5.04 0.426
H 1.45 1.77 -3.00 0.107
H 2.06 0.53 5.23 0.341
H -0.90 -1.36 0.69 -0.382
H 3.51 1.79 0.55 0.439
H -2.62 -2.73 2.87 0.397
H -3.74 1.61 -0.67 0.369
H -0.91 0.33 0.25 0.221
H 1.50 -2.29 -3.41 0.561
H -1.83 -4.16 3.54 0.343
H 2.52 4.73 1.33 0.384
H -3.70 2.73 -2.08 0.413
H -2.86 -0.65 -2.68 0.767
H 3.57 2.97 -0.78 0.433
H 3.27 -0.30 3.64 0.401
H 2.78 1.37 -1.01 0.053
H -0.41 -3.81 -1.98 0.356
H -0.73 4.00 -2.67 0.517
H 0.58 -3.43 0.89 0.056
H 1.45 0.90 -4.51 0.548
H -1.97 -0.37 -5.24 0.419
H -2.58 1.56 -3.34 0.668
H -1.52 -3.69 1.86 0.235
H -2.71 -1.41 4.63 0.363
H 0.27 -1.00 -5.52 0.325
H 0.89 4.47 2.00 0.379
H 2.26 -3.09 1.39 0.332
H -0.47 2.65 -3.98 0.472
H -3.39 3.35 -0.41 0.486
H 3.35 -1.57 2.39 0.376
H 1.80 -0.34 -2.05 0.699
H 1.19 -0.36 6.49 0.291
H -1.61 -3.39 -0.70 0.225
H -1.38 4.53 -1.11 0.541
H 3.59 -1.98 4.09 0.254
H 1.45 3.78 -1.94 0.424
H 0.34 0.87 5.55 0.353
H -0.76 1.29 -4.96 0.446
H 0.88 4.95 -0.74 0.529
H 1.37 -4.45 2.11 0.329
H -1.83 -0.01 5.27 0.342
H 2.20 3.38 2.46 0.377
H -2.08 -3.42 -2.43 0.431
H -2.33 -1.93 -4.50 0.365
H -1.77 -1.56 6.12 0.277
```

Properties
Multiplicity: 1
E_HOMO (alpha / beta) (eV): -8.902 / -8.810
Strongest force on any atom (eV/Å): 4.3
Gap between HOMO and LUMO (alpha / beta) (hartree): 0.114 / 0.200
LUMO energy (alpha / beta) (eV): -5.81 / -3.36
Charge: +1